Formula: C16H17N7O3RuS
Source: OMol25
Level of theory: the ωB97M-V functional and the def2-TZVPD basis

```
45
Properties=species:S:1:pos:R:3
Ru 0.387 -0.102 0.279
N 3.474 -0.495 -2.735
C 2.853 -0.369 -1.569
N 1.565 -0.492 -1.430
C 0.738 -0.734 -2.535
N -0.558 -0.822 -2.452
N -1.005 -0.718 -1.157
C -2.188 -0.333 -0.880
C -2.466 -0.080 0.556
C -3.753 0.022 1.043
C -3.945 0.236 2.403
C -2.844 0.344 3.231
C -1.575 0.245 2.676
N -1.395 0.046 1.379
C 1.382 -0.863 -3.836
C 0.657 -1.105 -5.007
C 1.311 -1.225 -6.212
C 2.702 -1.105 -6.270
C 3.436 -0.866 -5.129
C 2.769 -0.744 -3.914
H 4.475 -0.378 -2.770
H 3.417 -0.148 -0.666
H -2.966 -0.118 -1.605
H -4.593 -0.070 0.367
H -4.945 0.318 2.805
H -2.951 0.515 4.292
H -0.674 0.342 3.268
H -0.418 -1.195 -4.940
H 0.749 -1.412 -7.116
H 3.211 -1.199 -7.220
H 4.513 -0.770 -5.170
O 1.526 0.170 1.660
O 2.832 -0.063 1.396
C 1.741 -4.987 3.580
N 0.976 -4.312 2.548
C 1.321 -3.147 1.996
N 2.378 -2.505 2.452
S 0.360 -2.620 0.660
H 1.271 -5.943 3.788
H 1.757 -4.409 4.506
H 2.765 -5.173 3.251
H 0.155 -4.754 2.170
H 2.870 -2.868 3.252
H 2.686 -1.591 2.061
O 0.136 1.450 -0.400
```

Results
* highest occupied orbital energy (alpha / beta): -11.03 / -10.58 eV
* relative energy (zero: lowest compared OMol25 entry of this formula, charge and spin): 0.000 eV
* 2S+1: 2
* total charge: +1
* Kohn-Sham gap (alpha / beta): 7.1 / 6.6 eV
* max |F|: 0.77 eV/Å